Entry from the Open Molecules 2025 dataset: a gas-phase ion, C7H12NO2 (charge +1) at a distorted geometry (ωB97M-V/def2-TZVPD).

Gap between HOMO and LUMO (spin up / spin down), eV: 8.28 / 8.28
Energy above the lowest of the compared OMol25 structures with the same formula, charge and spin, kJ/mol: 554.7
E_HOMO (spin up / spin down), eV: -13.99 / -13.99
Charge: +1
Energy, eV: -13026.66444
Max |F|, eV Å⁻¹: 6.063

Geometry (Å):
C: 1.70344 0.47689 -0.09230
C: 0.49673 0.99610 -0.22780
C: 3.12494 0.53334 0.05889
C: -0.46962 -0.14520 0.09915
C: 0.13297 2.35244 -0.66300
C: -1.19686 0.10034 1.40471
C: 0.71144 -2.42249 -0.69384
N: 0.45444 -1.35438 0.30660
O: 4.04906 -0.17771 0.17637
O: -1.29011 -0.25830 -1.04368
H: 3.39942 1.67196 0.12635
H: 0.99506 3.14086 -0.37498
H: -0.78123 2.56121 -0.12390
H: -0.07254 2.23046 -1.74187
H: -1.77712 -0.86446 1.83414
H: -1.85936 0.82975 1.16697
H: -0.55540 0.33124 2.11523
H: -0.04717 -3.16613 -0.36864
H: 0.65960 -2.23170 -1.76525
H: 1.66730 -2.73277 -0.62454
H: 0.77290 -1.52492 1.22664
H: -2.11631 -0.57728 -0.74434